The following is a DFT calculation (ωB97M-V/def2-TZVPD) of a molecular structure, C42H46N4NdO2.

Structure (XYZ):
```
95
Properties=species:S:1:pos:R:3:forces:R:3
Nd 0.904 0.561 -0.293 -0.527 -1.114 0.336
N -0.200 2.424 1.105 -0.799 1.219 0.027
C 0.070 1.752 2.349 0.310 -0.168 -0.027
C -0.955 1.020 2.985 -0.689 1.253 -1.047
C -0.674 0.286 4.089 0.407 -0.767 2.472
C 0.621 0.289 4.625 -0.065 1.188 -1.079
C 1.630 1.003 3.988 0.073 -0.115 0.415
C 1.397 1.746 2.819 -1.438 -1.042 0.368
C 2.419 2.398 2.019 1.805 2.438 -1.110
C 3.168 3.547 2.489 -1.905 -2.535 1.236
C 4.217 4.048 1.839 1.261 1.115 -2.959
C 4.517 3.606 0.492 -1.005 0.030 3.190
C 3.708 2.614 0.005 0.274 -0.019 -0.241
C 2.607 2.029 0.681 0.546 -0.514 0.335
H -1.123 2.913 1.136 1.081 -0.675 -0.211
H 0.540 3.117 0.830 -0.824 -0.661 0.783
H -2.000 1.151 2.651 0.694 -0.201 0.039
H -1.388 -0.214 4.775 -0.069 0.387 -1.170
H 0.773 -0.077 5.612 0.281 -0.678 0.411
H 2.606 0.994 4.463 0.076 0.178 -0.290
H 2.879 3.959 3.431 -0.017 0.185 0.709
H 4.730 4.913 2.238 0.147 -0.091 0.075
H 5.352 4.045 0.009 0.549 0.070 -0.687
H 4.023 2.215 -0.937 -0.280 -0.153 -0.873
O 3.595 -6.147 1.839 -1.970 -0.434 -0.707
C 4.211 -4.996 2.231 1.721 1.721 -0.149
C 3.529 -3.765 1.646 1.243 -0.968 0.008
C 4.218 -2.675 1.135 -0.170 0.916 0.088
C 3.455 -1.562 0.711 1.337 0.473 0.425
N 2.142 -1.504 0.897 -0.769 -1.056 -0.598
C 1.473 -2.621 1.324 0.771 0.128 0.877
C 2.167 -3.813 1.678 -1.778 1.418 -0.529
C 0.024 -2.389 1.586 -0.904 0.319 0.322
C -0.781 -3.144 2.441 0.722 0.682 -1.614
C -2.129 -2.970 2.474 -0.856 0.345 0.837
C -2.977 -3.834 3.328 -0.046 -1.065 -0.468
O -2.347 -4.099 4.557 -0.305 -0.087 0.585
C -2.726 -1.926 1.794 -0.393 -0.546 0.230
C -1.866 -1.151 1.102 -0.509 2.786 -2.218
N -0.548 -1.330 1.005 0.268 0.329 -1.066
H 4.072 -6.874 2.194 0.485 -1.084 0.413
H 5.236 -5.051 1.877 0.449 0.484 0.027
H 4.257 -4.858 3.314 -0.153 -0.077 0.205
H 5.313 -2.625 1.176 -0.551 -0.084 -0.312
H 3.943 -0.604 0.326 -0.605 -1.482 0.543
H 1.742 -4.775 1.988 -0.420 0.723 -0.098
H -0.401 -3.876 3.051 1.146 -1.777 1.220
H -3.152 -4.774 2.764 -0.070 0.222 0.249
H -3.916 -3.321 3.403 -0.741 0.085 0.508
H -2.983 -4.503 5.178 0.428 0.233 -0.522
H -3.795 -1.699 1.836 0.452 -0.217 -0.047
H -2.344 -0.268 0.502 1.281 -1.445 1.088
C -3.522 -2.736 -1.640 0.214 0.412 -0.603
C -2.073 -2.407 -1.982 -0.366 1.105 0.140
C -1.019 -3.332 -1.934 0.011 0.338 -0.379
C 0.263 -2.890 -2.312 0.471 -0.489 0.762
C 1.489 -3.829 -2.355 0.471 1.998 -0.829
C 0.506 -1.510 -2.536 1.083 -0.362 0.088
C -0.521 -0.546 -2.484 -0.015 0.420 0.399
C -1.847 -1.075 -2.320 0.238 0.697 0.247
N -0.074 0.797 -2.347 -1.221 -1.708 0.121
C -0.996 1.898 -2.573 -0.058 1.418 1.069
C -0.075 3.136 -2.374 -0.421 0.375 -2.088
C -0.735 4.510 -2.661 0.526 -0.682 -0.066
C -1.183 4.511 -4.112 -0.153 -0.021 -1.915
C -2.119 3.267 -4.337 -0.310 1.306 -0.516
C -3.280 3.441 -3.374 -1.007 -0.132 0.715
C -2.869 3.548 -1.909 -0.073 -1.545 0.467
C -1.894 4.715 -1.728 -0.524 -1.809 1.303
C -2.270 2.174 -1.561 2.269 -0.267 -0.078
C -1.464 1.929 -4.024 -0.877 0.133 -0.019
H -4.136 -1.888 -1.247 0.812 -0.556 -0.225
H -3.585 -3.570 -0.976 -0.076 -0.553 0.631
H -3.991 -3.050 -2.564 -0.342 -0.123 -0.231
H -1.284 -4.357 -1.641 0.585 0.312 -0.254
H 2.254 -3.327 -2.997 -0.633 -0.469 0.053
H 1.327 -4.808 -2.757 -0.346 -0.511 -0.011
H 2.042 -3.868 -1.426 -0.334 -0.310 0.680
H 1.579 -1.175 -2.776 -1.695 -0.466 0.238
H -2.745 -0.432 -2.319 0.849 -0.213 -0.091
H 0.777 3.015 -3.067 -0.169 -0.007 0.305
H 0.303 3.139 -1.393 0.671 0.020 1.601
H -0.016 5.294 -2.475 0.416 0.235 -0.092
H -0.313 4.438 -4.827 -0.609 0.017 0.857
H -1.710 5.471 -4.434 0.451 -1.177 0.670
H -2.553 3.273 -5.377 0.661 -0.022 0.876
H -3.978 2.593 -3.411 -0.020 0.164 -0.424
H -3.828 4.345 -3.566 -0.422 0.431 -0.614
H -3.757 3.544 -1.234 0.328 0.892 -0.624
H -1.555 4.654 -0.656 -0.219 0.749 -0.842
H -2.436 5.597 -1.989 -0.159 0.990 0.325
H -2.976 1.402 -1.709 -1.118 -0.622 -0.579
H -2.088 2.040 -0.453 0.557 0.416 -1.094
H -0.629 1.686 -4.667 0.340 0.069 -0.182
H -2.255 1.198 -4.231 0.263 -0.323 0.211
```
Forces are in eV/Å.

- Spin multiplicity: 4
- E_HOMO (spin up / spin down): -9.79 / -9.86 eV
- Largest force on an atom: 3.598 eV/Å
- Total charge: +1

Mulliken population analysis, charges in e, atoms 1 to 4: number 1, Nd, carries 0.93; number 2, N, carries -0.47; number 3, C, carries 0.12; number 4, C, carries -0.61

=====

The following is a DFT calculation (ωB97M-V/def2-TZVPD) of 5 unconnected molecules or ions with the total composition C30H31F21NO16.

Structure (XYZ):
```
99
Properties=species:S:1:pos:R:3:forces:R:3
C 4.314 2.089 0.457 1.013 0.693 -0.351
C 3.673 2.493 -0.957 0.415 -1.308 -0.678
C 2.127 2.100 -1.148 -0.154 1.603 -0.067
O 1.701 0.927 -0.431 0.489 -0.828 -1.159
C 2.030 -0.283 -1.181 1.642 0.742 -1.601
C 1.065 -0.512 -2.461 -5.664 1.895 -1.227
O 1.415 -1.104 -3.537 0.695 0.805 2.614
O -0.219 0.030 -2.357 5.497 -2.137 0.235
N 2.188 -1.475 -0.316 -1.181 0.490 -0.428
C 0.908 -1.864 0.356 -0.733 -0.873 0.143
C 0.914 -1.463 1.930 1.083 -0.659 -0.560
C -0.371 -1.957 2.728 2.013 -2.098 -0.703
F 0.045 -2.235 4.074 -1.566 0.954 -2.291
F -0.696 -3.261 2.180 0.154 2.586 1.356
C -1.694 -1.093 2.596 -1.803 -1.778 -0.885
F -2.755 -1.735 3.330 2.441 1.917 -1.295
F -2.112 -1.188 1.221 1.056 0.450 3.154
C -1.592 0.484 2.900 -1.261 0.349 -3.208
F -0.915 1.040 1.760 -1.090 -1.034 3.258
F -2.946 0.961 2.742 2.906 -0.757 1.121
C -0.935 0.879 4.296 0.314 -2.397 1.607
F -1.444 -0.074 5.251 0.823 2.235 -2.213
F 0.476 0.624 4.275 -3.479 1.311 -0.239
C -1.305 2.303 4.910 -0.937 0.345 2.730
F -2.719 2.474 5.126 3.180 -0.861 -1.085
F -0.787 2.287 6.254 -0.703 0.327 -3.387
C -0.843 3.600 4.101 -2.679 1.770 0.832
F -1.411 4.706 4.835 1.368 -2.596 -1.474
F -1.560 3.605 2.871 2.246 -0.284 2.441
C 0.714 3.897 3.990 2.138 1.976 0.572
F 0.893 5.294 4.292 -0.558 -3.167 -0.869
F 1.544 3.224 4.923 -2.447 1.037 -2.019
C 1.397 3.701 2.555 3.236 -0.053 -1.775
F 1.644 2.336 2.226 -1.505 3.768 0.832
F 2.713 4.264 2.689 -3.195 -1.219 -0.168
F 0.799 4.424 1.509 1.002 -2.249 2.765
C 2.756 -2.585 -1.127 1.184 -0.946 -0.194
C 3.709 -3.573 -0.290 0.225 -1.534 -0.344
C 4.307 -4.688 -1.318 -0.752 0.360 -0.237
O 4.817 -2.897 0.360 -0.450 -0.137 0.454
H 4.411 3.045 1.085 -0.318 -1.618 -0.540
H 3.783 1.243 1.004 0.432 1.318 -0.843
H 5.398 1.722 0.281 -1.729 0.607 0.263
H 3.826 3.602 -1.232 -0.329 -1.655 0.631
H 4.260 1.900 -1.761 -0.896 0.981 1.205
H 1.482 2.974 -0.754 0.865 -1.468 -0.465
H 1.926 2.062 -2.280 0.071 -0.302 1.664
H 3.078 -0.071 -1.631 -1.503 -0.635 0.620
H 0.831 -3.011 0.228 -0.031 1.847 0.622
H -0.027 -1.433 -0.138 1.379 -0.293 0.380
H 1.814 -2.038 2.377 -1.608 0.887 -0.447
H 1.172 -0.359 2.034 -0.718 -1.409 -0.091
H 1.946 -3.240 -1.625 1.139 0.951 0.702
H 3.401 -2.183 -1.998 -1.098 -0.408 1.521
H 3.144 -4.155 0.519 0.349 0.998 -1.059
H 5.426 -4.864 -1.180 -1.505 0.404 0.066
H 3.758 -5.689 -1.156 0.826 1.471 -0.378
H 4.111 -4.348 -2.410 0.582 -0.841 2.469
H 5.049 -3.347 1.208 -0.548 0.441 -1.253
C 3.780 -2.301 -6.322 -0.361 0.536 -0.748
C 5.107 -2.406 -5.640 0.143 0.546 0.288
O 4.799 -3.086 -4.440 -0.178 -0.481 -0.526
C 3.720 -3.865 -4.731 -1.103 -0.855 0.448
O 3.343 -4.774 -4.046 0.126 0.706 -1.276
O 3.125 -3.488 -5.895 0.507 -0.369 0.674
F 5.594 -1.181 -5.330 0.278 0.023 -0.007
H 3.205 -1.431 -5.994 0.307 -0.129 0.145
H 3.871 -2.272 -7.409 -0.157 -0.176 0.088
H 5.857 -2.972 -6.201 0.122 0.149 0.117
C -5.306 0.706 -0.114 0.792 -0.733 0.240
C -5.474 2.166 -0.388 0.301 0.296 -0.718
O -6.862 2.292 -0.628 0.082 -0.325 0.651
C -7.448 1.302 0.104 -1.543 -0.371 0.337
O -8.615 1.260 0.365 1.006 0.022 -0.281
O -6.540 0.369 0.508 -0.447 0.610 -0.126
F -4.810 2.531 -1.509 0.025 0.214 0.058
H -5.187 0.116 -1.027 0.027 0.268 -0.054
H -4.464 0.501 0.548 -0.205 -0.070 0.038
H -5.184 2.816 0.442 0.053 0.074 -0.158
C 0.417 0.098 -6.185 0.006 0.384 1.263
C -0.724 -0.565 -6.883 -0.486 0.377 0.147
O -0.297 -0.606 -8.233 0.645 -0.362 0.127
C 1.062 -0.671 -8.181 0.898 -0.095 -0.728
O 1.757 -0.988 -9.106 -0.479 0.252 0.655
O 1.535 -0.340 -6.949 -0.409 -0.242 -1.048
F -1.847 0.190 -6.809 -0.207 -0.101 -0.099
H 0.357 1.190 -6.221 -0.207 -0.095 -0.205
H 0.506 -0.215 -5.142 0.231 -0.139 0.027
H -0.937 -1.579 -6.534 -0.141 0.120 -0.024
C -6.052 1.728 6.394 0.412 0.947 0.258
C -5.769 0.406 5.757 0.365 -0.621 0.254
O -7.030 -0.231 5.760 0.004 0.700 -0.270
C -7.946 0.777 5.691 -1.734 -0.110 -0.302
O -9.096 0.622 5.406 1.041 0.157 0.369
O -7.386 1.987 5.981 -0.130 -0.581 -0.195
F -4.915 -0.324 6.513 0.138 -0.113 -0.096
H -6.012 1.686 7.486 0.085 -0.244 -0.091
H -5.375 2.510 6.048 -0.225 0.008 -0.052
H -5.392 0.473 4.732 0.100 -0.151 0.097
```
Forces are in eV/Å.

- E_HOMO: -5.31 eV
- Largest force on an atom: 6.098 eV/Å
- Total charge: -1

Mulliken population analysis, charges in e, atoms 1 to 4: number 1, C, carries -0.64; number 2, C, carries -0.50; number 3, C, carries -0.42; number 4, O, carries 0.24